{"formula": "C21H48BBrCl31NO3Si2", "method": "the ωB97M-V functional and the def2-TZVPD basis", "elements": ["C", "C", "C", "Br", "Si", "C", "C", "C", "Cl", "O", "Si", "O", "B", "N", "O", "H", "H", "H", "H", "H", "H", "H", "H", "H", "H", "H", "H", "H", "H", "H", "H", "H", "H", "C", "Cl", "Cl", "H", "H", "C", "Cl", "Cl", "H", "H", "C", "Cl", "Cl", "H", "H", "C", "Cl", "Cl", "H", "H", "C", "Cl", "Cl", "H", "H", "C", "Cl", "Cl", "H", "H", "C", "Cl", "Cl", "H", "H", "C", "Cl", "Cl", "H", "H", "C", "Cl", "Cl", "H", "H", "C", "Cl", "Cl", "H", "H", "C", "Cl", "Cl", "H", "H", "C", "Cl", "Cl", "H", "H", "C", "Cl", "Cl", "H", "H", "C", "Cl", "Cl", "H", "H", "C", "Cl", "Cl", "H", "H"], "positions_angstrom": [[-3.34390, -0.61407, 1.47937], [-3.25810, -2.04406, 1.02050], [-1.98742, -2.79988, 1.38963], [-1.46478, -2.49989, 3.22597], [-0.50276, -2.57168, 0.24424], [0.31253, -4.23173, 0.09663], [1.09004, -4.65844, 1.34156], [2.56127, -4.36291, 1.21146], [3.42841, -5.77599, 0.56331], [-1.04679, -2.17471, -1.26935], [-0.93060, -0.64680, -1.88492], [-0.49539, 0.43182, -0.70464], [0.33883, -0.55623, -3.47231], [1.19958, 0.57046, -3.77421], [0.37268, -1.58768, -4.32183], [-2.61450, -0.00113, 0.97092], [-3.25868, -0.52835, 2.54814], [-4.31421, -0.24362, 1.19611], [-4.07750, -2.57591, 1.48152], [-3.36788, -2.10733, -0.05272], [-2.22644, -3.84696, 1.31888], [0.48456, -1.60585, 0.77504], [0.93920, -4.26739, -0.78065], [-0.49788, -4.92316, -0.08645], [0.95527, -5.70666, 1.53045], [0.73731, -4.13253, 2.22113], [2.99886, -4.14993, 2.17137], [2.74268, -3.51561, 0.57570], [-2.29726, -0.26958, -2.35483], [-0.74976, 1.32209, -1.00102], [1.92971, 0.68190, -3.07617], [0.69080, 1.45213, -3.75265], [-0.27226, -2.26385, -4.06514], [-0.23742, 4.74609, -4.81944], [0.35698, 3.85020, -3.40953], [0.79055, 4.51016, -6.23584], [-1.23626, 4.39990, -5.05219], [-0.23664, 5.79860, -4.56481], [1.07250, 0.16879, 3.17616], [1.05152, 1.59101, 4.22561], [2.21389, -1.06116, 3.74780], [0.08608, -0.27420, 3.16733], [1.36547, 0.47618, 2.18034], [-6.57591, 0.50329, 3.17554], [-5.95608, 1.63942, 1.97095], [-6.81550, -1.11810, 2.50508], [-5.86251, 0.43401, 3.98712], [-7.52962, 0.86875, 3.53249], [6.76736, -4.75910, -0.53149], [7.31716, -3.32359, 0.34118], [6.97129, -4.59301, -2.28205], [7.35858, -5.60100, -0.19403], [5.71705, -4.91692, -0.32136], [-3.01653, 5.42644, -0.84070], [-1.76592, 4.17546, -0.80254], [-4.31526, 5.03278, -1.97062], [-3.43540, 5.52240, 0.15181], [-2.55490, 6.35428, -1.15281], [-9.79107, -1.47148, 0.48191], [-9.98832, 0.11619, -0.26558], [-10.17534, -2.78810, -0.63819], [-8.76325, -1.57633, 0.79697], [-10.45810, -1.53897, 1.33162], [2.34814, 7.53165, -4.38047], [0.68297, 8.10045, -4.16231], [3.28768, 7.64749, -2.88858], [2.32048, 6.49414, -4.69173], [2.80891, 8.15462, -5.13950], [-12.83695, -3.33574, -3.29508], [-14.26442, -2.31460, -3.08747], [-13.21587, -5.05348, -3.11310], [-12.43970, -3.17455, -4.28870], [-12.10757, -3.06299, -2.54504], [-3.09213, -3.04381, 6.94289], [-4.62999, -2.17868, 7.09986], [-1.73125, -1.94203, 6.70922], [-2.92402, -3.61102, 7.84910], [-3.15576, -3.69679, 6.08385], [2.49211, 10.87216, -7.72355], [2.78956, 9.17915, -7.28153], [0.92686, 11.44054, -7.13804], [3.26558, 11.48891, -7.27697], [2.50865, 10.94970, -8.80287], [10.43965, -5.80075, 2.28715], [8.83574, -6.50870, 2.06274], [10.60441, -4.21549, 1.52402], [10.60934, -5.68470, 3.34966], [11.17317, -6.46623, 1.85150], [-3.47704, -7.09275, 5.14971], [-5.02989, -6.27520, 5.36618], [-2.15426, -5.93839, 4.94197], [-3.27732, -7.69061, 6.02928], [-3.53185, -7.71511, 4.26628], [5.39965, 14.46834, -6.55552], [5.90030, 14.75086, -8.22369], [3.88683, 13.54956, -6.46242], [6.17271, 13.90246, -6.05268], [5.24596, 15.42415, -6.07240], [5.37263, -3.43688, 5.08290], [4.27829, -4.81308, 5.28940], [6.51660, -3.68634, 3.76616], [4.78285, -2.56016, 4.85295], [5.92577, -3.29177, 6.00173], [8.70848, -0.84536, 3.07050], [7.01417, -0.38924, 3.26052], [9.57742, -0.84665, 4.61093], [8.74768, -1.84663, 2.65614], [9.18301, -0.13440, 2.40707]], "forces_ev_per_a": [[-0.2, 0.0, -0.7], [0.2, -0.2, 0.7], [0.1, 0.5, -0.7], [0.1, -0.2, 0.5], [0.3, -0.6, 0.2], [-0.3, 0.1, 0.2], [-0.1, 0.5, -0.2], [0.0, -0.1, 0.5], [0.2, -0.2, -0.3], [0.3, 0.5, 0.4], [-0.4, 0.2, -1.0], [-0.2, 0.4, -0.1], [-0.1, 0.4, 0.7], [0.1, 0.4, 0.1], [-0.4, -1.1, -0.5], [0.4, 0.4, 0.1], [0.2, 0.1, 0.4], [-0.3, 0.2, -0.1], [-0.5, -0.3, 0.0], [-0.1, 0.0, -0.4], [0.0, -0.6, 0.2], [-0.1, 0.1, 0.0], [0.3, -0.1, -0.4], [-0.3, -0.4, -0.2], [0.0, -0.5, 0.2], [-0.2, 0.1, 0.3], [0.3, 0.0, 0.4], [0.2, 0.3, -0.4], [-0.1, 0.0, 0.1], [0.1, -0.2, 0.4], [0.1, 0.0, -0.1], [0.1, -0.1, 0.0], [0.4, 0.0, -0.2], [-0.1, 0.0, 0.0], [0.1, 0.1, -0.1], [0.0, 0.0, 0.0], [0.0, -0.1, 0.0], [0.0, 0.0, 0.0], [0.0, 0.1, 0.0], [0.0, 0.0, 0.0], [0.0, -0.1, 0.0], [0.0, 0.0, 0.0], [0.1, 0.0, 0.0], [0.0, 0.1, 0.0], [-0.2, 0.1, 0.1], [0.1, -0.1, 0.1], [0.1, -0.1, 0.0], [-0.1, 0.0, 0.0], [0.0, -0.1, 0.0], [-0.1, 0.1, 0.0], [0.0, 0.0, 0.0], [0.1, 0.0, 0.0], [0.0, 0.1, 0.0], [0.0, 0.0, 0.0], [-0.1, 0.0, 0.2], [0.0, 0.0, 0.0], [-0.1, -0.1, 0.0], [0.0, 0.0, -0.1], [-0.1, 0.0, 0.0], [0.0, 0.0, 0.0], [0.0, -0.1, 0.0], [0.0, 0.0, -0.1], [-0.1, 0.0, 0.0], [0.1, 0.0, 0.0], [0.0, 0.1, 0.0], [0.0, 0.0, 0.0], [0.0, 0.0, 0.0], [0.0, -0.1, 0.3], [0.0, 0.0, 0.0], [0.0, 0.0, 0.0], [0.0, 0.0, 0.0], [-0.1, 0.0, -0.1], [0.0, 0.0, 0.1], [0.0, 0.0, 0.0], [0.0, 0.0, 0.0], [0.1, 0.0, 0.1], [0.0, 0.0, 0.1], [0.0, 0.0, -0.1], [0.0, 0.0, 0.0], [0.0, 0.1, -0.3], [0.0, 0.0, 0.0], [-0.1, -0.4, -0.1], [0.0, -0.1, 0.0], [0.1, 0.0, 0.1], [0.0, 0.0, 0.0], [0.0, 0.0, 0.0], [0.0, 0.0, 0.0], [0.0, 0.0, -0.1], [0.0, 0.0, 0.0], [0.0, 0.0, 0.0], [0.1, -0.1, -0.1], [0.0, 0.0, 0.1], [0.0, 0.0, -0.1], [0.0, 0.0, 0.0], [0.0, 0.0, 0.0], [0.1, 0.4, 0.2], [0.0, -0.1, 0.0], [-0.1, 0.0, 0.0], [0.0, 0.1, 0.0], [0.0, 0.0, 0.0], [0.0, -0.3, -0.1], [-0.1, 0.1, 0.0], [0.0, -0.1, 0.0], [0.0, -0.1, -0.1], [0.0, 0.2, 0.0], [0.0, 0.0, 0.0], [0.0, 0.0, 0.0], [0.0, 0.1, 0.0]], "max_force_ev_per_a": 1.27, "homo_energy_ha": -0.323, "gap_ev": 9.1}